(1)
{
  "formula": "C43H42CrF2I2N7OP2Se2",
  "method": "the ωB97M-V functional and the def2-TZVPD basis",
  "elements": ["Cr", "Se", "P", "C", "C", "C", "C", "C", "C", "C", "C", "C", "C", "C", "C", "C", "C", "N", "N", "N", "P", "Se", "C", "C", "C", "C", "C", "C", "C", "C", "C", "C", "C", "C", "H", "H", "H", "H", "H", "H", "H", "H", "H", "H", "H", "H", "H", "H", "H", "H", "H", "H", "H", "H", "I", "C", "C", "C", "I", "C", "C", "C", "C", "N", "C", "C", "O", "H", "H", "H", "H", "C", "C", "C", "N", "H", "H", "H", "H", "H", "F", "C", "F", "H", "C", "C", "C", "C", "N", "N", "H", "H", "H", "H", "H", "H", "H", "H", "H", "H", "H", "H"],
  "coordinates": [[0.425, 0.265, 0.196], [3.727, 6.617, -0.995], [1.721, 6.089, -0.727], [1.034, 7.066, 0.642], [0.132, 8.114, 0.494], [-0.229, 8.876, 1.598], [0.319, 8.604, 2.843], [1.229, 7.565, 2.991], [1.589, 6.802, 1.895], [0.762, 6.396, -2.240], [0.201, 5.348, -2.961], [-0.418, 5.591, -4.179], [-0.476, 6.881, -4.682], [0.108, 7.928, -3.980], [0.739, 7.685, -2.771], [1.441, 4.329, -0.352], [0.440, 3.387, -0.047], [1.074, 2.178, -0.033], [2.359, 2.372, -0.301], [2.588, 3.630, -0.506], [-1.346, 3.232, 0.189], [-1.897, 1.141, -0.081], [-2.198, 4.277, -1.034], [-2.097, 5.663, -1.021], [-2.786, 6.424, -1.949], [-3.571, 5.805, -2.911], [-3.662, 4.422, -2.943], [-2.984, 3.658, -2.004], [-1.867, 3.795, 1.844], [-1.675, 5.099, 2.292], [-2.129, 5.476, 3.546], [-2.755, 4.555, 4.372], [-2.929, 3.251, 3.939], [-2.494, 2.873, 2.679], [-0.285, 8.342, -0.478], [-0.935, 9.688, 1.481], [0.044, 9.209, 3.697], [1.656, 7.351, 3.962], [2.322, 6.010, 1.996], [0.253, 4.337, -2.576], [-0.854, 4.770, -4.734], [-0.958, 7.069, -5.633], [0.089, 8.930, -4.388], [1.247, 8.487, -2.248], [-1.475, 6.158, -0.297], [-2.700, 7.503, -1.927], [-4.111, 6.402, -3.635], [-4.265, 3.934, -3.698], [-3.064, 2.579, -2.015], [-1.167, 5.829, 1.685], [-1.984, 6.496, 3.875], [-3.102, 4.855, 5.353], [-3.403, 2.523, 4.584], [-2.642, 1.859, 2.338], [1.717, -4.055, -0.425], [-0.356, -3.868, -0.174], [-1.165, -5.003, -0.280], [-2.524, -4.887, -0.202], [-3.669, -6.647, -0.365], [-3.131, -3.623, -0.027], [-4.525, -3.405, 0.030], [-5.013, -2.141, 0.199], [-4.105, -1.074, 0.307], [-2.809, -1.237, 0.254], [-2.300, -2.475, 0.096], [-0.861, -2.583, 0.044], [-0.103, -1.548, 0.151], [-0.707, -5.971, -0.425], [-5.195, -4.248, -0.064], [-6.078, -1.956, 0.245], [-4.448, -0.052, 0.439], [5.353, -0.423, -1.198], [4.885, -0.351, 0.262], [3.437, -0.329, 0.326], [2.299, -0.268, 0.302], [6.440, -0.391, -1.235], [4.959, 0.421, -1.761], [5.016, -1.348, -1.664], [5.237, 0.569, 0.731], [5.256, -1.198, 0.840], [0.482, 1.536, 2.737], [0.183, 0.279, 2.218], [1.106, -0.583, 2.787], [-0.785, 0.002, 2.643], [-1.074, -2.597, -4.092], [-0.311, -1.277, -4.011], [-1.108, -0.172, -4.702], [1.068, -1.430, -4.663], [-0.233, -0.975, -2.574], [0.521, 0.174, -2.204], [-1.241, -2.878, -5.132], [-2.038, -2.502, -3.590], [-0.511, -3.398, -3.606], [-1.312, -0.445, -5.738], [-0.559, 0.773, -4.715], [-2.057, -0.022, -4.184], [0.965, -1.775, -5.692], [1.669, -2.162, -4.116], [1.610, -0.482, -4.690], [0.170, -1.763, -2.081], [0.017, 0.988, -2.538], [1.448, 0.179, -2.631]],
  "atomic_forces_ev_per_a": [[-1.393, 0.176, -0.676], [0.099, 0.032, 0.004], [-0.224, 0.079, -0.215], [-0.002, -0.146, -0.019], [-0.052, -0.118, -0.007], [-0.028, 0.037, 0.020], [-0.047, 0.022, -0.002], [-0.037, -0.050, 0.014], [-0.053, -0.012, 0.033], [0.106, -0.023, 0.028], [0.049, -0.002, -0.095], [0.059, -0.014, -0.023], [0.017, -0.041, -0.003], [-0.050, 0.027, -0.015], [-0.035, -0.025, 0.039], [0.034, -0.188, 0.017], [0.150, -0.129, -0.051], [0.183, 0.838, 0.065], [-0.052, -0.105, -0.140], [0.090, 0.057, 0.146], [0.099, 0.371, -0.044], [-0.048, 0.572, -0.060], [-0.008, -0.150, 0.061], [-0.218, 0.012, -0.029], [-0.043, 0.074, 0.055], [-0.024, 0.011, 0.046], [0.003, 0.018, -0.017], [0.027, 0.014, -0.006], [0.057, -0.146, -0.063], [-0.009, -0.022, 0.049], [0.053, 0.053, -0.027], [0.000, 0.008, 0.004], [-0.019, 0.012, 0.032], [-0.023, 0.024, -0.009], [-0.043, -0.016, 0.008], [0.013, 0.007, -0.002], [-0.010, -0.013, -0.001], [0.019, 0.003, -0.013], [-0.025, -0.009, 0.025], [-0.005, 0.041, -0.030], [0.000, -0.001, 0.006], [-0.006, 0.012, -0.003], [0.008, 0.009, 0.013], [0.005, 0.013, -0.026], [0.084, 0.131, 0.152], [0.018, -0.008, -0.014], [0.019, 0.004, -0.017], [-0.018, -0.011, 0.011], [-0.010, 0.023, -0.040], [0.112, 0.127, -0.064], [0.031, 0.031, 0.016], [0.008, -0.003, 0.003], [-0.009, -0.008, -0.017], [0.029, 0.000, 0.028], [-0.156, -0.012, 0.028], [0.268, 0.594, 0.015], [-0.158, -0.047, -0.017], [-0.030, -0.418, -0.053], [0.104, 0.195, 0.016], [0.048, 0.268, 0.041], [-0.011, 0.050, 0.018], [-0.079, -0.060, 0.002], [0.122, -0.112, 0.023], [-0.310, -0.395, 0.013], [-0.086, -0.320, -0.004], [0.000, -0.236, -0.086], [0.049, -0.738, 0.048], [0.009, 0.008, -0.014], [-0.010, -0.001, 0.006], [0.008, 0.012, 0.008], [-0.068, 0.000, -0.029], [-0.039, -0.003, 0.049], [0.219, 0.049, -0.149], [-0.084, -0.121, 0.013], [1.103, -0.401, 0.150], [0.001, -0.003, 0.005], [0.014, 0.002, -0.007], [0.005, 0.012, -0.014], [-0.015, -0.025, 0.048], [-0.049, 0.023, 0.050], [-0.068, -0.034, 0.059], [0.459, 0.206, 0.284], [-0.043, 0.015, 0.121], [-0.086, -0.056, -0.187], [0.027, 0.043, 0.025], [0.059, 0.005, -0.084], [0.015, -0.049, 0.038], [-0.073, 0.009, 0.046], [-0.083, -0.011, -0.206], [0.020, -0.213, 0.375], [0.006, -0.020, 0.001], [-0.005, -0.015, 0.001], [-0.013, -0.007, 0.010], [0.013, 0.019, -0.008], [-0.013, 0.009, -0.004], [-0.008, 0.011, -0.010], [0.026, 0.018, -0.010], [0.003, -0.012, -0.015], [0.025, -0.012, -0.017], [-0.006, 0.043, 0.092], [-0.002, 0.062, 0.144], [0.011, 0.074, 0.038]],
  "lowdin_charge": [0.48, 0.29, 0.49, -0.38, -0.10, -0.08, -0.09, -0.07, -0.10, -0.36, -0.09, -0.08, -0.08, -0.07, -0.11, -0.39, -0.35, -0.16, -0.03, -0.02, 0.80, 0.72, -0.33, -0.09, -0.07, -0.08, -0.07, -0.11, -0.31, -0.07, -0.07, -0.07, -0.07, -0.11, 0.09, 0.11, 0.10, 0.11, 0.11, 0.10, 0.11, 0.11, 0.11, 0.10, 0.07, 0.11, 0.11, 0.11, 0.04, 0.07, 0.10, 0.11, 0.11, 0.05, 0.91, -0.62, -0.24, -0.66, 0.88, -0.21, -0.05, -0.04, -0.17, -0.02, -0.13, -0.41, -0.28, 0.08, 0.06, 0.10, 0.09, -0.08, -0.18, -0.11, 0.14, 0.08, 0.08, 0.08, 0.13, 0.13, -0.06, -0.41, -0.05, 0.10, -0.04, -0.63, -0.04, -0.04, -0.05, 0.00, 0.09, 0.09, 0.08, 0.09, 0.07, 0.09, 0.09, 0.08, 0.07, 0.07, 0.07, 0.09],
  "charge": 0,
  "de_lowest_kcal_mol": 12.54,
  "homo_ev": [-7.43, -7.58],
  "lumo_ev": [0.2, 0.2],
  "gap_ha": [0.282, 0.285],
  "s_squared": 3.808,
  "spin_multiplicity": 4,
  "total_energy_ha": -9447.53767
}



(2)
{
  "formula": "C4H5NO",
  "method": "the ωB97M-V functional and the def2-TZVPD basis",
  "elements": ["C", "N", "C", "O", "H", "H", "H", "C", "C", "H", "H"],
  "coordinates": [[-1.675, -1.579, 0.805], [-1.765, -0.183, 0.548], [-2.395, 0.570, -0.160], [-2.838, 1.420, -0.833], [-1.634, -1.992, 1.795], [-2.517, -1.962, 0.328], [-0.698, -1.954, 0.324], [0.373, 2.404, -0.413], [1.152, 1.705, 0.139], [-0.543, 2.789, -0.818], [2.105, 1.268, 0.356]],
  "atomic_forces_ev_per_a": [[2.452, -0.601, -1.563], [-0.806, 1.729, 0.128], [1.474, -0.893, 0.880], [-0.309, 0.015, 0.032], [-0.142, 0.893, 0.923], [-1.137, -1.559, -0.818], [-1.561, 0.370, 0.451], [-2.411, 0.680, -0.723], [2.470, -0.707, 0.270], [0.388, 0.244, 0.024], [-0.418, -0.171, 0.396]],
  "lowdin_charge": [-0.10, 0.07, -0.34, 0.13, 0.07, 0.06, 0.11, -0.01, -0.02, 0.02, 0.02],
  "smiles": "CN=C=O.C#C",
  "charge": 0,
  "de_lowest_kcal_mol": 67.56,
  "homo_ev": -10.26,
  "lumo_ev": 0.7,
  "gap_ha": 0.403,
  "total_energy_ha": -285.30692
}



(3)
{
  "formula": "C28H27N5O6S",
  "method": "the ωB97M-V functional and the def2-TZVPD basis",
  "elements": ["C", "C", "C", "N", "C", "N", "C", "C", "C", "C", "C", "C", "C", "C", "C", "H", "H", "H", "H", "H", "H", "H", "H", "H", "H", "H", "H", "H", "H", "H", "H", "C", "C", "C", "C", "C", "S", "O", "O", "N", "C", "C", "C", "N", "O", "O", "C", "C", "C", "C", "N", "O", "O", "C", "C", "C", "H", "H", "H", "H", "H", "H", "H", "H", "H", "H", "H"],
  "coordinates": [[-0.879, -2.145, 3.581], [-1.695, -1.032, 3.460], [-1.187, 0.325, 3.351], [0.193, 0.514, 3.167], [1.024, -0.282, 2.408], [2.298, 0.052, 2.677], [3.435, -0.831, 2.515], [2.295, 1.167, 3.511], [1.005, 1.477, 3.779], [-2.077, 1.407, 3.423], [-1.674, 2.849, 3.339], [-3.446, 1.158, 3.610], [-3.980, -0.135, 3.653], [-5.466, -0.288, 3.831], [-3.115, -1.213, 3.547], [-1.335, -3.128, 3.527], [0.785, -1.308, 2.162], [0.141, -2.079, 3.941], [3.406, -1.315, 1.536], [4.352, -0.245, 2.623], [3.450, -1.618, 3.284], [3.206, 1.617, 3.882], [0.594, 2.292, 4.360], [-2.561, 3.451, 3.103], [-1.313, 3.207, 4.313], [-0.921, 3.060, 2.571], [-4.127, 2.000, 3.725], [-5.733, -1.329, 4.040], [-5.817, 0.344, 4.659], [-5.998, 0.040, 2.926], [-3.504, -2.234, 3.583], [-3.135, -2.487, -4.609], [-2.139, -2.021, -3.590], [-1.089, -2.863, -3.217], [-0.166, -2.472, -2.255], [-0.277, -1.195, -1.685], [0.830, -0.728, -0.417], [0.104, 0.079, 0.556], [1.584, -1.878, 0.026], [1.883, 0.458, -1.011], [2.436, 0.449, -2.322], [2.481, -0.543, -3.282], [2.992, -0.205, -4.547], [2.991, -1.181, -5.587], [3.416, -0.840, -6.715], [2.558, -2.331, -5.341], [3.407, 1.121, -4.839], [3.224, 2.133, -3.900], [2.827, 1.778, -2.607], [2.546, 2.558, -1.424], [2.582, 3.966, -1.418], [3.050, 4.568, -2.417], [2.132, 4.558, -0.408], [2.006, 1.722, -0.450], [-1.337, -0.342, -2.027], [-2.253, -0.765, -2.984], [-3.847, -1.696, -4.846], [-2.634, -2.793, -5.532], [-3.695, -3.354, -4.244], [-0.989, -3.843, -3.683], [0.660, -3.122, -1.969], [2.146, -1.550, -3.075], [3.839, 1.325, -5.814], [3.356, 3.180, -4.159], [1.658, 2.012, 0.525], [-1.422, 0.637, -1.555], [-3.080, -0.110, -3.267]],
  "atomic_forces_ev_per_a": [[-0.008, -0.191, -0.321], [0.847, -0.450, 0.446], [-1.874, -0.152, -0.026], [2.173, -0.083, -0.825], [-0.010, -0.502, 3.953], [-0.523, 0.672, 0.228], [0.427, -0.375, -0.022], [0.013, 0.233, -0.072], [-0.091, -0.534, -0.079], [-0.753, -0.480, 0.044], [-0.123, 0.443, 0.038], [0.565, 0.778, -0.079], [0.773, -0.929, -0.147], [-0.045, -0.102, -0.009], [-1.017, 0.912, -0.248], [0.081, 0.051, 0.363], [-0.284, 0.424, -0.137], [0.031, -0.080, -0.237], [0.020, 0.150, 0.124], [-0.163, -0.066, -0.152], [-0.166, 0.285, -0.171], [-0.137, -0.033, -0.250], [0.112, -0.358, -0.101], [0.262, -0.136, 0.025], [0.080, 0.056, -0.211], [0.000, -0.080, 0.156], [0.189, -0.036, -0.093], [-0.023, 0.187, -0.047], [0.047, -0.183, -0.158], [0.078, -0.104, 0.177], [0.181, 0.300, 0.075], [-0.133, 0.032, -0.141], [0.114, 0.031, 0.214], [0.215, -0.022, 0.225], [0.152, 0.309, -0.123], [-0.309, -0.235, -0.464], [-0.938, 0.313, 1.713], [-0.042, -0.589, -2.265], [-0.264, 0.884, -0.816], [0.725, -0.325, -0.651], [-0.016, 1.121, 0.171], [0.236, -0.428, -0.543], [-0.125, 1.583, 1.670], [0.205, -2.199, -2.471], [-0.821, -0.620, 2.291], [0.774, 2.251, -0.254], [-0.428, -0.392, 0.202], [0.403, -0.455, -0.324], [-0.510, -0.035, -0.099], [-0.468, -1.703, -0.062], [0.215, 3.056, 0.786], [-0.958, -1.373, 1.971], [0.828, -1.232, -1.805], [0.201, 1.003, -1.875], [0.339, -0.041, -0.069], [0.068, 0.054, 0.094], [0.033, -0.098, -0.019], [-0.038, 0.053, 0.098], [0.085, 0.126, 0.005], [-0.038, 0.246, 0.138], [-0.255, 0.100, -0.006], [0.064, 0.067, -0.186], [-0.330, 0.027, 0.116], [0.324, -0.391, 0.106], [-0.182, -0.289, 0.081], [-0.044, -0.268, -0.077], [0.258, -0.174, 0.124]],
  "lowdin_charge": [-0.07, -0.28, -0.15, 0.04, -0.13, -0.09, 0.00, -0.04, 0.00, -0.22, -0.07, -0.07, -0.31, -0.07, -0.03, 0.02, 0.11, 0.02, 0.08, 0.10, 0.11, 0.12, 0.12, 0.08, 0.08, 0.07, 0.10, 0.07, 0.08, 0.08, 0.11, -0.04, -0.25, -0.01, -0.05, -0.29, 0.78, -0.28, -0.26, -0.08, -0.14, 0.09, -0.13, -0.31, 0.06, 0.06, 0.03, 0.02, -0.08, -0.08, -0.31, 0.06, 0.07, 0.08, -0.02, -0.01, 0.08, 0.09, 0.09, 0.13, 0.12, 0.11, 0.12, 0.11, 0.14, 0.13, 0.12],
  "charge": 0,
  "de_lowest_kcal_mol": 163.20,
  "homo_ev": -4.84,
  "lumo_ev": -1.7,
  "gap_ha": 0.115,
  "total_energy_ha": -2206.24823
}